# 1
24
Properties=species:S:1:pos:R:3:forces:R:3:nbo_charge:R:1 method="wB97M-V/def2-TZVPD" charge=0 gap_ev="6.90 / 6.92" homo_energy_ev="-7.4 / -7.7" e_above_lowest_ev=2.202
C -2.296 -0.518 -1.161 -1.06 -0.76 -0.38 -0.19
C -1.430 0.568 -1.183 -0.95 -4.06 3.85 -0.20
C -2.331 -1.356 -0.052 0.55 -1.42 1.87 -0.30
C -0.563 0.785 -0.111 -0.64 0.23 -0.03 -0.08
C -0.550 -0.052 1.000 0.83 -1.23 -0.70 -0.08
C -1.397 -1.173 0.942 1.25 1.58 1.48 0.42
C 1.176 1.418 1.907 -1.14 0.18 -2.08 0.13
C 0.566 0.075 2.044 -2.67 0.43 -0.04 -0.51
C 0.308 1.931 -0.196 0.69 -1.77 -0.82 -0.01
C 1.508 -1.027 -1.641 -3.20 3.85 -2.11 -0.92
N 1.090 2.218 0.903 -0.40 0.92 -0.97 -0.44
F -1.240 -2.001 2.043 -0.81 0.15 -1.22 -0.34
P 2.173 0.711 -1.800 0.10 0.35 2.44 0.34
H -3.004 -0.874 -1.944 0.71 1.12 0.23 0.23
H -1.387 1.218 -1.905 0.03 3.29 -4.26 0.20
H -2.967 -2.217 0.214 -0.06 0.49 -1.17 0.24
H 1.849 1.863 2.522 1.84 0.32 2.94 0.19
H 0.088 -0.214 3.001 0.59 0.76 -0.03 0.25
H 1.295 -0.673 1.907 1.11 -1.07 -0.41 0.24
H 0.042 2.604 -1.030 0.73 0.28 1.06 0.22
H 2.076 -1.581 -2.259 1.86 -2.17 -2.36 0.22
H 0.425 -1.025 -2.017 1.47 -0.20 0.69 0.24
H 1.622 -1.353 -0.706 -0.02 -1.39 3.70 0.21
H 2.946 0.673 -0.476 -0.80 0.11 -1.69 -0.04

# 2
16
Properties=species:S:1:pos:R:3:forces:R:3:nbo_charge:R:1 method="wB97M-V/def2-TZVPD" charge=0 gap_ev=10.45 smiles="O=CN1CCCC1" homo_energy_ev=-9.5 e_above_lowest_ev=1.637
C 1.083 -0.272 -0.720 -1.77 2.94 1.14 -0.21
N -0.025 0.847 -0.644 2.07 -2.20 0.56 -0.44
C -1.042 1.088 -1.499 1.61 0.48 -2.11 0.54
O -1.985 1.762 -1.185 -1.17 -0.06 -0.29 -0.60
C -0.288 0.862 0.769 -2.48 0.75 1.48 -0.26
C -0.456 -0.627 1.163 0.95 -0.80 1.25 -0.42
C 0.726 -1.240 0.361 -0.41 -2.59 -0.24 -0.44
H 1.928 0.249 -0.339 1.08 0.59 -0.52 0.20
H 1.214 -0.678 -1.675 0.14 -0.33 -1.41 0.21
H -0.759 0.823 -2.614 -0.72 0.06 1.76 0.10
H -1.257 1.353 1.027 0.80 0.03 -0.67 0.25
H 0.479 1.447 1.360 -0.42 -1.10 -0.68 0.21
H -1.426 -1.213 0.957 1.20 1.65 -0.10 0.23
H -0.311 -0.690 2.279 -0.03 -0.24 -1.06 0.22
H 1.614 -1.528 0.949 -0.38 0.50 0.08 0.22
H 0.505 -2.185 -0.188 -0.48 0.33 0.80 0.21

# 3
33
Properties=species:S:1:pos:R:3:forces:R:3:lowdin_spin:R:1 method="wB97M-V/def2-TZVPD" charge=+1 multiplicity=4 gap_ev="5.61 / 6.77" homo_energy_ev="-10.3 / -11.5" e_above_lowest_ev=0.000
O -0.574 -4.370 -3.041 0.22 3.54 1.15 0.06
C -0.407 -3.448 -2.372 0.08 -3.52 -0.05 0.30
V 0.002 0.729 -0.466 -0.32 -0.86 1.25 1.75
O 0.017 -1.909 1.165 -0.05 3.11 -1.67 0.07
C 0.005 -0.921 0.546 0.03 -5.17 2.04 0.10
C -0.016 2.632 -0.555 0.09 5.68 -1.56 0.06
O -0.020 3.794 -0.613 -0.03 -3.43 0.55 0.05
C -1.964 0.659 -0.658 -4.45 0.32 0.99 0.09
O -3.121 0.665 -0.552 3.35 -0.14 -0.65 0.06
C 1.896 0.522 -0.865 5.19 0.04 0.15 0.08
O 3.057 0.436 -0.908 -3.67 0.13 -0.14 0.06
H -0.278 -2.213 -1.768 -0.26 0.47 -1.00 0.27
C -1.822 1.089 3.222 -0.25 -0.38 -0.22 0.00
N -0.711 1.939 3.607 0.13 -0.28 -0.88 0.00
C -0.940 2.904 4.663 -0.16 0.24 -0.14 0.00
C 0.395 3.277 5.246 0.16 -0.07 0.58 0.00
C 1.322 3.804 4.178 0.18 0.77 0.31 0.00
N 1.263 3.017 2.972 -0.42 -0.80 -0.73 0.00
C 2.331 3.247 2.013 0.20 0.01 0.01 0.00
C 0.324 2.067 2.730 0.01 0.22 0.25 0.00
O 0.415 1.292 1.727 -0.32 0.21 -0.47 0.04
H -1.454 0.112 2.898 -0.09 0.16 0.11 0.00
H -2.417 1.520 2.400 0.14 -0.03 0.23 0.00
H -2.480 0.945 4.085 0.21 0.05 -0.20 0.00
H -1.465 3.795 4.275 0.08 -0.17 0.06 0.00
H -1.597 2.424 5.393 0.18 0.16 0.03 0.00
H 0.848 2.385 5.692 -0.13 0.10 0.06 0.00
H 0.264 4.026 6.030 0.12 -0.09 -0.05 0.00
H 2.356 3.792 4.537 -0.08 -0.07 0.01 0.00
H 1.109 4.859 3.946 -0.10 -0.20 -0.06 0.00
H 2.344 4.312 1.730 0.04 -0.36 0.06 0.00
H 3.296 2.978 2.468 -0.21 0.12 -0.20 0.00
H 2.165 2.625 1.132 0.13 0.23 0.20 0.00

# 4
45
Properties=species:S:1:pos:R:3:forces:R:3:nbo_charge:R:1 method="wB97M-V/def2-TZVPD" charge=0 gap_ev=8.03 smiles="CCCN(CCC)C[C@H](O)COc1ccc([N+](=O)[O-])cc1" homo_energy_ev=-8.4 e_above_lowest_ev=4.653
C -1.167 1.893 -4.630 0.23 0.05 0.05 -0.61
H -1.057 2.665 -5.390 -0.08 0.07 -0.06 0.21
C 0.206 1.446 -4.141 -0.23 -0.25 0.13 -0.42
H 0.702 2.285 -3.648 0.11 0.01 -0.03 0.19
C 0.193 0.226 -3.200 0.29 0.18 -0.15 -0.20
N -0.431 0.360 -1.898 0.00 0.14 -0.06 -0.47
C -0.031 1.537 -1.161 -0.12 -0.17 0.40 -0.23
H -0.608 2.437 -1.426 0.13 0.05 -0.01 0.19
C -0.197 1.324 0.353 0.58 0.00 0.07 0.06
O -1.381 1.966 0.773 -0.31 0.26 0.23 -0.72
H -1.391 1.992 1.737 -0.03 -0.06 -0.04 0.48
C 1.001 1.882 1.140 -0.25 -0.10 -0.58 -0.10
O 0.867 1.618 2.526 -0.10 0.14 0.24 -0.51
C 1.147 0.393 3.017 0.05 -0.38 0.33 0.42
C 0.937 0.244 4.397 0.02 0.10 -0.33 -0.29
C 1.195 -0.952 5.020 0.09 -0.31 -0.02 -0.16
C 1.670 -2.026 4.269 -0.22 1.13 -0.67 -0.02
C 1.882 -1.892 2.903 0.02 -0.30 0.42 -0.14
C 1.623 -0.692 2.276 -0.09 0.40 -0.09 -0.34
H 1.792 -0.611 1.215 -0.01 0.01 -0.09 0.23
H 2.249 -2.739 2.343 0.01 -0.01 -0.02 0.25
N 1.942 -3.278 4.912 0.12 -0.53 0.25 0.53
O 1.746 -3.354 6.108 -0.03 -0.07 0.24 -0.38
O 2.355 -4.190 4.224 0.08 -0.22 -0.08 -0.38
H 1.039 -1.078 6.080 -0.01 0.02 0.03 0.25
H 0.573 1.094 4.951 -0.04 0.09 0.07 0.23
H 1.007 2.973 1.064 0.04 -0.12 -0.05 0.21
H 1.946 1.490 0.753 -0.02 0.00 0.04 0.18
H -0.275 0.245 0.548 0.06 0.14 -0.11 0.18
H 1.022 1.724 -1.382 0.03 0.06 -0.04 0.20
C -1.854 0.060 -1.836 -0.09 -0.34 -0.08 -0.23
H -2.406 0.479 -2.687 -0.01 0.09 0.07 0.18
C -2.110 -1.450 -1.783 0.09 0.19 0.18 -0.40
C -1.449 -2.108 -0.579 -0.12 -0.01 -0.23 -0.61
H -1.843 -1.693 0.346 -0.01 0.03 0.17 0.20
H -0.376 -1.941 -0.612 0.12 -0.01 0.08 0.21
H -1.634 -3.180 -0.579 0.01 -0.11 0.07 0.21
H -3.189 -1.612 -1.747 -0.04 -0.03 -0.10 0.20
H -1.736 -1.920 -2.695 -0.08 -0.02 -0.09 0.19
H -2.250 0.517 -0.929 -0.08 0.00 -0.03 0.22
H -0.293 -0.607 -3.711 0.07 -0.07 -0.04 0.20
H 1.239 -0.061 -3.026 -0.05 -0.07 -0.12 0.19
H 0.814 1.170 -5.005 0.09 0.04 0.04 0.20
H -1.709 1.058 -5.070 -0.12 -0.06 -0.04 0.20
H -1.759 2.306 -3.818 -0.13 0.02 0.04 0.20

# 5
25
Properties=species:S:1:pos:R:3:forces:R:3:nbo_charge:R:1 method="wB97M-V/def2-TZVPD" charge=+1 gap_ev=10.55 homo_energy_ev=-13.8 e_above_lowest_ev=1.951
N 1.945 -1.124 0.761 -0.38 -1.56 0.02 -0.69
C 0.555 -0.886 0.232 -3.12 2.26 0.55 -0.09
C -0.568 -1.099 1.367 1.11 -1.72 -0.76 -0.22
C -0.938 0.044 2.281 -2.97 0.97 0.78 -0.68
C -1.863 -1.533 0.632 -0.76 0.04 0.91 -0.63
C 0.465 0.630 -0.277 2.34 -1.87 -0.18 -0.23
N 1.864 0.991 -0.582 0.47 -0.19 -0.81 -0.89
H 2.333 -0.229 1.099 -0.25 -0.10 0.02 0.48
H 2.644 -1.448 0.079 -0.47 0.15 -0.07 0.45
H 1.872 -1.877 1.471 0.27 0.71 -0.12 0.44
H 0.077 -1.510 -0.556 2.02 -0.29 0.22 0.26
H -0.178 -2.005 1.947 -0.63 1.12 -0.34 0.20
H -1.015 -0.298 3.313 0.33 0.16 0.05 0.25
H -2.023 0.379 2.070 1.26 -0.97 0.13 0.24
H -0.579 1.064 2.259 1.42 -0.23 -0.04 0.23
H -1.828 -2.469 0.063 0.38 0.39 -0.24 0.22
H -2.213 -0.662 0.070 0.11 -0.34 -0.51 0.22
H -2.706 -1.697 1.341 0.78 0.09 -0.09 0.24
H 0.156 1.256 0.538 -0.55 0.32 -0.18 0.22
H -0.134 0.583 -1.169 -0.73 0.61 -0.02 0.22
H 2.176 0.521 -1.443 -0.25 0.20 0.39 0.36
H 2.045 1.964 -0.779 -0.41 0.27 0.25 0.40
H -0.097 3.644 -4.794 -0.12 -0.03 -0.10 0.47
H -1.198 2.737 -5.376 0.16 0.17 0.19 0.48
O -0.791 3.025 -4.547 -0.01 -0.16 -0.06 -0.95

# 6
14
Properties=species:S:1:pos:R:3:forces:R:3:nbo_charge:R:1 method="wB97M-V/def2-TZVPD" charge=+1 gap_ev=8.52 homo_energy_ev=-13.3 e_above_lowest_ev=2.248
C 1.409 -0.763 -0.175 -0.26 1.65 1.14 0.47
C 0.394 1.495 0.224 -0.20 -0.43 4.62 -0.45
C -2.496 -0.235 0.027 0.30 -0.15 -0.60 -0.25
N 0.351 -1.536 -0.035 -0.92 1.40 -0.96 -0.75
N 1.505 0.569 -0.011 -0.85 -2.17 -1.18 -0.51
Cl 2.805 -1.674 -0.333 1.44 0.14 -0.17 0.14
Cl -3.155 0.694 -1.230 -0.19 -0.10 0.32 0.13
Cl -3.614 -1.069 0.931 -0.38 0.06 0.07 0.18
H 0.685 2.063 1.189 -0.31 -0.63 -1.58 0.24
H -0.576 1.014 0.559 1.39 0.01 -0.92 0.26
H 0.228 2.207 -0.510 -0.11 0.98 -1.76 0.23
H 0.653 -2.489 -0.022 -0.85 -0.71 -0.18 0.43
H -0.601 -1.215 -0.363 0.83 -0.30 1.09 0.45
H 2.411 0.940 -0.249 0.11 0.25 0.11 0.44

# 7
15
Properties=species:S:1:pos:R:3:forces:R:3:nbo_charge:R:1 method="wB97M-V/def2-TZVPD" charge=+1 gap_ev="8.20 / 8.20" homo_energy_ev="-14.6 / -14.6" e_above_lowest_ev=1.144
C 0.571 0.019 0.507 -1.69 1.89 -0.32 0.09
C 0.374 0.414 1.657 1.49 -1.05 -0.08 0.05
C -0.944 1.628 2.120 -0.39 2.19 0.31 0.17
C -1.294 2.343 1.183 -0.34 -0.17 0.74 0.19
C -0.655 1.648 -0.965 -1.23 1.41 2.44 0.58
C -0.176 0.763 2.980 -1.36 -1.39 -0.15 -0.50
C 0.271 0.473 -0.899 1.25 -2.74 -2.44 -0.37
C -0.183 -0.674 -1.945 1.99 0.43 0.92 -0.59
N -1.121 2.307 -0.094 1.05 -1.61 -1.61 -0.25
H -0.861 -0.074 3.141 0.11 -0.16 0.79 0.29
H 0.309 1.044 3.930 0.28 0.30 -1.00 0.32
H 1.210 0.891 -1.236 0.33 0.08 -0.55 0.30
H 0.592 -1.432 -2.114 0.10 0.32 0.69 0.25
H -0.430 -0.405 -2.941 -0.08 1.40 -0.81 0.24
H -1.035 -1.167 -1.613 -1.51 -0.89 1.08 0.22